Record 1
This record from the Open Molecules 2025 dataset describes C25H41Cl3GdO2P2 as an isolated structure. The level of theory is the ωB97M-V functional and the def2-TZVPD basis.

Last column: Löwdin spin population.
Atoms and positions in Å:
Gd -0.042 0.739 -1.335  7.595
C -0.932 -1.798 0.593  0.006
C 0.361 -1.939 -0.019  0.010
C 0.610 -0.637 1.872  -0.004
C -0.765 -0.974 1.741  -0.016
C 1.314 -1.216 0.786  -0.009
C -2.175 -2.534 0.256  0.003
H -2.106 -2.988 -0.742  0.000
H -3.042 -1.850 0.274  0.002
H -2.355 -3.343 0.994  0.000
C -1.803 -0.604 2.714  -0.003
H -2.769 -1.052 2.466  0.000
H -1.939 0.485 2.770  -0.001
H -1.538 -0.942 3.727  -0.001
C 1.196 0.090 3.007  0.000
H 0.931 -0.397 3.956  0.000
H 0.808 1.115 3.056  0.000
H 2.287 0.130 2.942  0.000
C 2.787 -1.280 0.645  0.000
H 3.202 -2.126 1.230  -0.001
H 3.251 -0.356 1.022  0.000
H 3.097 -1.412 -0.405  0.000
C 0.732 -2.903 -1.083  0.003
H 1.325 -3.749 -0.692  -0.001
H 1.340 -2.441 -1.880  0.001
H -0.146 -3.337 -1.577  0.000
C -1.536 1.748 -4.681  0.012
C -2.134 0.430 -5.170  0.012
C -1.301 -0.362 -6.192  -0.029
C 0.248 -0.302 -6.196  -0.078
C 0.945 -0.061 -4.911  -0.568
C 1.675 1.202 -4.766  -0.080
C 0.979 2.463 -5.334  -0.005
C -0.523 2.438 -5.630  0.005
H -1.614 0.068 -7.156  0.000
H 0.580 0.440 -6.948  -0.006
H -1.609 -1.417 -6.210  0.000
H -0.728 2.048 -6.640  0.001
H -2.384 2.454 -4.664  0.001
H -3.153 0.493 -5.568  0.000
H -0.840 3.496 -5.653  0.000
H 1.198 3.327 -4.703  -0.001
H 2.681 1.142 -5.258  -0.035
H 1.432 2.717 -6.305  0.000
H 0.604 -1.265 -6.608  -0.012
H 1.415 -0.949 -4.465  -0.026
P -2.487 -0.009 -3.455  0.113
C -3.922 1.077 -3.007  0.022
C -1.928 -1.735 -3.510  0.043
P 2.170 1.303 -2.982  0.000
C -1.135 1.288 -3.316  0.024
C 3.407 -0.031 -2.933  -0.003
C 2.630 3.002 -2.613  -0.004
H -3.705 1.598 -2.074  0.003
H -4.864 0.528 -2.876  0.001
H -4.108 1.843 -3.774  0.004
H -1.021 -1.801 -4.138  -0.001
H -2.701 -2.356 -3.988  0.002
H -1.697 -2.153 -2.520  0.006
H 2.454 3.703 -3.440  -0.001
H 3.692 3.037 -2.356  -0.001
H 2.050 3.370 -1.751  0.000
H -1.162 2.078 -2.466  0.006
H -0.172 0.606 -3.428  -0.018
H 4.030 0.084 -2.035  0.000
H 4.053 -0.070 -3.823  -0.001
H 2.906 -1.011 -2.853  0.001
Cl -0.188 5.395 1.969  0.000
C -1.003 3.833 1.748  0.000
Cl -0.932 2.900 3.280  0.000
Cl -2.715 4.053 1.270  0.001
C -0.317 3.000 0.594  0.006
O 0.619 3.430 -0.109  0.021
O -0.885 1.840 0.387  0.001

Computed properties:
Energy above the lowest of the compared OMol25 structures with the same formula, charge and spin ... 131.0 kJ/mol
Energy ... -3956.1682 Eh
Strongest force on any atom ... 7.50 eV/A
Net charge ... +1
Multiplicity ... 8
LUMO (spin up / spin down) ... -0.1567 / -0.1365 Eh
Gap between HOMO and LUMO (spin up / spin down) ... 3.996 / 4.822 eV
<S²> ... 16.824
Highest occupied orbital energy (spin up / spin down) ... -8.258 / -8.538 eV



Record 2
This record from the Open Molecules 2025 dataset describes a single C6H11N molecule. The level of theory is the ωB97M-V functional and the def2-TZVPD basis.

Last column: natural (NBO) charge in e.
Atoms and positions in Å:
C -3.586 -0.178 0.174  -0.644
C -2.093 -0.759 0.317  -0.184
C -0.944 -0.129 0.042  -0.185
C 0.409 -0.800 -0.213  -0.455
C 1.586 0.019 0.259  -0.268
C 2.588 0.430 -0.552  -0.009
N 3.629 1.228 0.059  -0.840
H -4.248 -1.120 -0.002  0.218
H -3.596 0.498 -0.701  0.221
H -3.745 0.261 1.144  0.222
H -1.902 -1.704 0.789  0.185
H -0.877 0.904 -0.191  0.181
H 0.466 -0.942 -1.331  0.213
H 0.439 -1.748 0.328  0.208
H 1.776 0.012 1.371  0.206
H 2.703 0.222 -1.604  0.192
H 4.233 1.823 -0.548  0.370
H 3.162 1.987 0.658  0.369

Computed properties:
Energy above the lowest of the compared OMol25 structures with the same formula, charge and spin ... 219.7 kJ/mol
SMILES ... C/C=C/C/C=C/N
Energy ... -289.8880 Eh
Strongest force on any atom ... 3.61 eV/A
LUMO ... 0.0428 Eh
Gap between HOMO and LUMO ... 9.340 eV
Highest occupied orbital energy ... -8.175 eV



Record 3
This record from the Open Molecules 2025 dataset describes a single C6H13NO3 molecule. The level of theory is the ωB97M-V functional and the def2-TZVPD basis.

Last column: natural (NBO) charge in e.
Atoms and positions in Å:
C 0.678 0.186 -4.150  -0.603
C 0.190 1.582 -3.777  -0.344
C -1.287 1.846 -4.125  -0.224
N -1.715 2.703 -3.025  -0.683
C -2.850 3.578 -3.244  -0.236
C -4.175 2.822 -3.333  -0.080
O -4.387 1.990 -2.206  -0.721
C 0.226 1.848 -2.279  0.858
O 1.010 2.574 -1.709  -0.531
O -0.685 0.914 -1.333  -0.799
H 0.063 -0.593 -3.676  0.199
H 0.617 0.051 -5.238  0.221
H 1.715 0.033 -3.822  0.226
H 0.808 2.355 -4.251  0.240
H -1.338 2.378 -5.084  0.205
H -1.875 0.909 -4.143  0.175
H -1.996 1.964 -2.079  0.437
H -2.891 4.281 -2.398  0.194
H -2.712 4.164 -4.166  0.192
H -4.995 3.548 -3.456  0.165
H -4.164 2.150 -4.203  0.174
H -4.540 2.540 -1.432  0.468
H -0.938 0.104 -1.793  0.467

Computed properties:
Energy above the lowest of the compared OMol25 structures with the same formula, charge and spin ... 294.9 kJ/mol
SMILES ... C[C@@H](CNCCO)C(=O)O
Energy ... -516.8268 Eh
Strongest force on any atom ... 4.77 eV/A
LUMO ... 0.0266 Eh
Gap between HOMO and LUMO ... 9.648 eV
Highest occupied orbital energy ... -8.923 eV



Record 4
This record from the Open Molecules 2025 dataset describes a 13-piece molecular cluster, C3H34NO14S2 overall. The level of theory is the ωB97M-V functional and the def2-TZVPD basis.

Last column: natural (NBO) charge in e.
Atoms and positions in Å:
N 0.508 1.121 0.542  -0.894
C -0.785 1.762 0.614  -0.105
C -1.127 2.245 2.058  0.346
O -0.030 2.950 2.576  -0.708
C -1.886 0.848 0.049  -0.607
S -3.406 1.705 -0.276  0.139
S -3.954 1.321 -2.273  -0.122
H 3.449 0.419 0.916  0.521
H 0.652 0.146 0.729  0.398
H 1.285 1.755 0.503  0.370
H -0.733 2.574 -0.092  0.206
H -2.025 2.856 2.072  0.180
H -1.510 0.187 -0.738  0.258
H -1.934 0.047 0.828  0.220
H -3.395 2.216 -3.093  0.126
H 0.336 -1.517 -3.009  0.467
H 0.644 -0.217 -2.565  0.498
O 0.496 -1.090 -2.158  -0.969
H 0.728 2.556 2.132  0.456
H 2.867 -0.017 2.401  0.528
O 2.887 -0.167 1.452  -0.989
H -1.503 -3.552 0.947  0.525
H 0.380 -4.064 0.952  0.518
O -0.783 -3.688 1.630  -0.899
H 4.154 0.773 -2.112  0.491
H 5.190 1.262 -1.087  0.490
O 4.443 0.665 -1.189  -0.977
H 2.233 -1.323 4.649  0.494
H 1.591 0.029 4.810  0.488
O 2.015 -0.515 4.144  -0.971
H -2.352 -3.106 -3.509  0.481
H -2.025 -2.319 -2.155  0.477
O -2.707 -2.769 -2.676  -0.958
H 1.203 -3.658 -0.464  0.539
H 1.927 -3.406 0.946  0.535
O 1.340 -4.056 0.412  -0.848
H 1.666 1.494 -1.740  0.475
H 1.762 2.568 -2.758  0.499
O 1.340 1.690 -2.635  -0.974
H 3.009 -1.668 1.690  0.511
H 3.549 -3.040 2.100  0.490
O 2.710 -2.600 1.965  -0.973
H -0.652 -2.719 1.731  0.489
H -0.395 0.935 3.266  0.472
O -1.275 1.091 2.909  -0.738
H 2.336 4.425 -0.501  0.480
H 1.651 4.699 -1.777  0.480
O 2.346 4.144 -1.423  -0.956
H -2.846 -4.585 -0.716  0.533
H -3.465 -3.009 -0.213  0.528
O -2.989 -3.833 -0.125  -1.025
H 2.632 -1.435 -0.966  0.485
H 3.267 -2.329 -1.974  0.485
O 2.721 -2.363 -1.193  -0.964

Computed properties:
Energy ... -2038.9220 Eh
Strongest force on any atom ... 3.18 eV/A
Net charge ... +1
LUMO ... -0.1007 Eh
Gap between HOMO and LUMO ... 8.550 eV
Highest occupied orbital energy ... -11.289 eV



Record 5
This record from the Open Molecules 2025 dataset describes a 2-piece molecular cluster, C4H12 overall. The level of theory is the ωB97M-V functional and the def2-TZVPD basis.

Last column: natural (NBO) charge in e.
Atoms and positions in Å:
C 0.137 2.050 0.122  -0.613
C -0.733 3.270 0.410  -0.609
H -0.102 1.235 0.851  0.205
H -0.100 1.714 -0.870  0.207
H 1.247 2.160 0.277  0.206
H -1.684 2.935 0.820  0.200
H -1.016 3.908 -0.368  0.203
H -0.350 3.914 1.105  0.201
C 0.258 -1.935 -0.108  -0.609
C 0.507 -3.457 -0.406  -0.616
H 0.415 -1.316 -1.043  0.198
H -0.811 -1.794 0.113  0.201
H 0.929 -1.492 0.571  0.200
H -0.619 -3.674 -0.771  0.200
H 0.729 -3.987 0.546  0.213
H 1.193 -3.531 -1.248  0.212

Computed properties:
Energy above the lowest of the compared OMol25 structures with the same formula, charge and spin ... 96.1 kJ/mol
SMILES ... CC.CC
Energy ... -159.5484 Eh
Strongest force on any atom ... 3.78 eV/A
LUMO ... 0.0411 Eh
Gap between HOMO and LUMO ... 12.686 eV
Highest occupied orbital energy ... -11.569 eV



Record 6
This record from the Open Molecules 2025 dataset describes a 7-piece molecular cluster, C46H100BrN7O15P overall. The level of theory is the ωB97M-V functional and the def2-TZVPD basis.

Last column: Löwdin charge in e.
Atoms and positions in Å:
C 1.113 -0.727 1.282  -0.117
C 1.662 0.739 1.027  -0.204
C 1.488 1.098 -0.548  -0.222
C 1.009 2.595 -0.730  -0.131
C 0.359 2.997 -2.130  -0.388
C 1.007 4.443 -2.375  -0.164
N 0.175 5.311 -3.245  -0.139
C 0.916 6.503 -3.742  -0.118
C 0.609 1.926 -3.265  -0.527
Br 2.475 1.599 -3.839  0.850
N -0.415 2.212 -4.326  -0.016
C 0.123 2.916 -5.516  -0.077
C 0.425 1.811 -6.635  -0.402
O 1.076 2.186 -7.583  0.113
N -0.034 0.444 -6.467  -0.187
C 1.091 -0.501 -6.197  -0.098
C -0.705 -0.062 -7.704  -0.086
C -1.528 2.843 -3.655  -0.210
N -2.687 3.122 -4.200  0.056
C -3.774 3.855 -3.466  -0.207
N -4.794 2.884 -3.109  -0.125
C -6.092 3.511 -2.766  -0.109
C -3.062 2.763 -5.606  -0.125
O -2.685 1.457 -5.996  -0.094
C -3.621 0.461 -5.623  -0.230
C -4.931 0.376 -6.268  -0.009
C -5.873 -0.674 -5.902  -0.053
C -5.463 -1.632 -4.863  -0.075
C -4.148 -1.580 -4.227  -0.065
C -3.192 -0.511 -4.594  0.006
N -1.104 3.117 -2.303  -0.112
P -2.173 2.520 -1.037  0.934
N -1.653 0.916 -0.572  -0.110
O -2.060 3.515 0.329  -0.285
H 1.826 -1.482 0.860  0.060
H 0.108 -0.893 0.808  0.054
H 1.060 -0.926 2.390  0.078
H 2.761 0.807 1.243  0.102
H 1.059 1.443 1.656  0.095
H 2.505 0.893 -0.992  0.088
H 0.799 0.322 -0.959  0.056
H 1.949 3.214 -0.642  0.128
H 0.399 2.848 0.173  0.091
H 1.988 4.292 -2.909  0.111
H 1.140 5.003 -1.402  0.137
H -0.542 5.700 -2.619  0.098
H 1.197 6.292 -4.811  0.083
H 1.788 6.813 -3.111  0.088
H 0.193 7.370 -3.754  0.091
H 0.295 0.881 -2.980  0.095
H 1.011 3.562 -5.311  0.112
H -0.630 3.597 -6.006  0.128
H 2.062 -0.004 -6.460  0.083
H 1.118 -0.682 -5.082  0.046
H 0.960 -1.499 -6.687  0.098
H -1.440 0.664 -8.137  0.093
H 0.067 -0.414 -8.437  0.096
H -1.315 -0.956 -7.381  0.098
H -3.332 4.417 -2.598  0.111
H -4.221 4.611 -4.173  0.147
H -4.486 2.246 -2.375  0.050
H -6.441 4.131 -3.629  0.088
H -6.008 4.103 -1.807  0.086
H -6.821 2.672 -2.588  0.093
H -2.627 3.547 -6.290  0.153
H -4.175 2.852 -5.710  0.138
H -5.210 1.115 -7.055  0.118
H -6.882 -0.746 -6.375  0.109
H -6.201 -2.421 -4.578  0.101
H -3.814 -2.297 -3.441  0.092
H -2.168 -0.403 -4.159  0.099
H -2.360 0.532 0.068  0.049
H -1.731 0.329 -1.414  0.041
H -2.942 3.885 0.512  0.057
C 5.017 -1.773 2.103  -0.100
O 5.452 -0.436 1.898  -0.201
C 6.393 -0.009 2.879  -0.190
C 7.817 -0.063 2.347  -0.187
O 8.230 -1.402 2.092  -0.222
C 8.152 -1.744 0.716  -0.095
H 4.514 -2.109 1.195  0.083
H 5.849 -2.448 2.309  0.067
H 4.302 -1.805 2.933  0.093
H 6.297 -0.602 3.794  0.117
H 6.150 1.029 3.123  0.126
H 8.492 0.337 3.111  0.127
H 7.923 0.553 1.448  0.127
H 8.994 -1.302 0.175  0.091
H 7.213 -1.413 0.266  0.083
H 8.211 -2.830 0.632  0.092
C -5.021 -5.496 -0.725  -0.108
O -5.036 -5.390 0.690  -0.190
C -3.729 -5.272 1.242  -0.193
C -3.404 -3.831 1.601  -0.186
O -3.322 -3.011 0.436  -0.205
C -4.499 -2.251 0.223  -0.113
H -6.035 -5.325 -1.088  0.090
H -4.357 -4.759 -1.185  0.076
H -4.710 -6.504 -1.018  0.092
H -2.979 -5.683 0.558  0.124
H -3.714 -5.872 2.157  0.128
H -2.421 -3.802 2.081  0.128
H -4.135 -3.428 2.308  0.106
H -4.524 -1.399 0.912  0.084
H -5.404 -2.850 0.352  0.087
H -4.481 -1.873 -0.802  0.072
C -6.418 -2.832 7.651  -0.107
O -7.249 -1.882 6.999  -0.190
C -6.511 -0.798 6.449  -0.202
C -6.312 -0.963 4.950  -0.203
O -5.482 -2.081 4.654  -0.203
C -6.226 -3.223 4.255  -0.113
H -7.003 -3.737 7.814  0.091
H -5.541 -3.088 7.052  0.082
H -6.099 -2.440 8.622  0.090
H -5.549 -0.684 6.959  0.126
H -7.097 0.109 6.627  0.125
H -5.801 -0.075 4.565  0.120
H -7.275 -1.047 4.435  0.126
H -6.562 -3.103 3.220  0.085
H -7.089 -3.396 4.902  0.089
H -5.572 -4.094 4.313  0.089
C 7.202 -4.379 6.847  -0.111
O 7.410 -4.500 5.448  -0.188
C 7.668 -3.246 4.823  -0.198
C 9.151 -3.047 4.559  -0.192
O 9.885 -2.941 5.776  -0.189
C 10.540 -4.150 6.126  -0.112
H 7.269 -5.374 7.287  0.089
H 7.952 -3.739 7.318  0.084
H 6.201 -3.976 7.040  0.087
H 7.266 -2.423 5.425  0.124
H 7.141 -3.253 3.866  0.101
H 9.287 -2.107 4.022  0.106
H 9.550 -3.852 3.933  0.131
H 11.435 -4.281 5.510  0.088
H 9.886 -5.018 6.008  0.084
H 10.840 -4.084 7.172  0.089
C 1.857 -6.070 -2.040  -0.103
O 1.021 -5.126 -2.695  -0.190
C 0.504 -4.145 -1.806  -0.196
C 1.276 -2.838 -1.908  -0.200
O 2.617 -2.997 -1.453  -0.201
C 3.540 -3.142 -2.522  -0.100
H 2.410 -6.619 -2.803  0.092
H 2.573 -5.588 -1.371  0.084
H 1.243 -6.779 -1.474  0.090
H 0.502 -4.516 -0.776  0.128
H -0.534 -3.963 -2.101  0.121
H 0.808 -2.090 -1.259  0.094
H 1.256 -2.449 -2.933  0.116
H 3.731 -2.164 -2.976  0.083
H 3.178 -3.837 -3.284  0.087
H 4.476 -3.530 -2.120  0.092
C -0.851 5.810 5.705  -0.109
O -1.686 6.754 5.050  -0.193
C -0.949 7.826 4.471  -0.199
C -0.773 7.635 2.973  -0.199
O 0.046 6.507 2.683  -0.188
C -0.710 5.365 2.315  -0.128
H -1.439 4.911 5.891  0.089
H 0.016 5.539 5.097  0.083
H -0.515 6.215 6.665  0.091
H 0.021 7.942 4.966  0.128
H -1.526 8.739 4.643  0.126
H -0.262 8.513 2.566  0.125
H -1.744 7.549 2.473  0.124
H -1.062 5.470 1.285  0.062
H -1.565 5.209 2.980  0.088
H -0.061 4.491 2.378  0.086

Computed properties:
Energy above the lowest of the compared OMol25 structures with the same formula, charge and spin ... 0.0 kJ/mol
Energy ... -6239.3486 Eh
Strongest force on any atom ... 3.67 eV/A
Net charge ... +1
LUMO ... -0.0913 Eh
Gap between HOMO and LUMO ... 7.546 eV
Highest occupied orbital energy ... -10.032 eV



Record 7
This record from the Open Molecules 2025 dataset describes a 2-piece molecular cluster, C9H13NO2 overall. The level of theory is the ωB97M-V functional and the def2-TZVPD basis.

Last column: Löwdin spin population.
Atoms and positions in Å:
C -0.425 -1.364 2.532  0.051
C -0.466 0.148 2.488  0.016
O 0.513 0.835 2.738  0.005
N -1.658 0.679 2.138  0.023
H -0.524 -1.733 1.508  0.016
H -1.272 -1.748 3.109  0.008
H -1.687 1.643 1.908  0.020
H -2.387 0.042 1.901  0.016
H 0.513 -1.719 2.945  0.009
C -2.377 0.753 -2.096  0.033
C 1.231 0.938 -0.809  0.112
C 1.647 -0.363 -0.945  0.056
C -0.078 1.324 -1.182  0.160
C -0.954 0.370 -1.744  0.036
C 0.789 -1.344 -1.462  0.169
C -0.528 -0.941 -1.875  0.129
O 2.926 -0.694 -0.550  0.018
H 1.907 1.665 -0.378  0.008
H -0.425 2.342 -1.044  0.028
H 1.127 -2.373 -1.540  0.039
H 3.071 -1.644 -0.678  0.013
H -2.707 0.247 -3.005  0.006
H -2.447 1.832 -2.238  0.004
H -1.220 -1.666 -2.296  0.013
H -3.033 0.456 -1.272  0.011

Computed properties:
Energy above the lowest of the compared OMol25 structures with the same formula, charge and spin ... 34.5 kJ/mol
Energy ... -555.9590 Eh
Strongest force on any atom ... 1.11 eV/A
Net charge ... -1
Multiplicity ... 2
LUMO (spin up / spin down) ... 0.1424 / 0.1331 Eh
Gap between HOMO and LUMO (spin up / spin down) ... 2.928 / 7.611 eV
<S²> ... 0.756
Highest occupied orbital energy (spin up / spin down) ... 0.948 / -3.989 eV